Entry from OMol25: a molecular structure, C35H27AsBrClN2O8ReS2 (wB97M-V/def2-TZVPD).

```
78
Properties=species:S:1:pos:R:3:forces:R:3:mulliken_spin:R:1
Re -1.227 -1.260 -0.007 -0.3 -0.3 0.4 0.90
Br 3.407 -2.641 5.561 0.0 0.0 0.0 0.00
C 2.018 -2.611 4.275 0.0 0.0 0.1 0.01
C 0.693 -2.799 4.693 0.0 0.0 0.0 0.00
C -0.339 -2.770 3.789 0.0 0.0 -0.1 0.01
C -0.081 -2.508 2.433 0.0 0.0 0.0 0.03
O -1.074 -2.457 1.568 0.1 -0.1 0.0 0.00
C 1.256 -2.368 2.023 0.0 0.1 0.0 0.01
C 1.523 -2.445 0.630 -0.1 0.0 -0.2 -0.02
N 0.630 -2.249 -0.287 0.2 0.1 0.0 -0.02
C 0.859 -2.736 -1.603 0.0 0.0 0.0 0.00
C 2.052 -3.145 -2.136 0.0 0.0 0.0 0.02
C 2.105 -3.655 -3.447 0.0 0.0 0.0 -0.01
C 0.975 -3.768 -4.208 0.0 0.0 0.0 0.02
C -0.267 -3.349 -3.684 0.0 0.0 0.0 -0.01
C -1.484 -3.421 -4.400 0.0 0.0 0.0 0.04
C -2.633 -2.976 -3.817 0.0 0.0 0.0 -0.02
C -2.585 -2.427 -2.524 0.0 0.0 0.0 0.05
N -1.468 -2.334 -1.829 0.1 -0.1 0.0 -0.04
C -0.310 -2.818 -2.387 0.0 0.0 0.0 0.00
C 2.307 -2.424 2.954 0.0 0.1 -0.1 -0.01
H 0.486 -2.960 5.742 0.0 0.0 0.0 0.00
H -1.362 -2.892 4.109 0.0 0.0 0.0 0.00
H 2.501 -2.815 0.339 0.0 0.0 0.0 -0.01
H 2.973 -3.063 -1.576 0.0 0.0 0.0 0.00
H 3.061 -3.963 -3.849 0.0 0.0 0.0 0.00
H 1.017 -4.170 -5.212 0.0 0.0 0.0 0.00
H -1.487 -3.827 -5.404 0.0 0.0 0.0 0.00
H -3.583 -3.017 -4.328 0.0 0.0 0.0 0.00
H -3.487 -2.042 -2.070 0.0 0.0 0.0 0.01
H 3.325 -2.291 2.615 0.0 0.0 0.0 0.00
O -2.720 -0.894 3.517 0.0 0.0 0.0 0.00
As -2.123 0.572 2.767 0.1 0.0 0.0 0.00
O -1.462 1.548 3.880 0.0 0.1 0.0 0.00
O -1.104 0.166 1.477 0.0 0.0 0.2 0.02
C -3.742 1.379 2.066 0.0 0.0 -0.1 0.01
C -4.173 2.498 2.764 0.0 0.0 0.0 0.00
C -5.352 3.142 2.408 0.0 0.0 0.0 0.00
C -6.114 2.669 1.354 0.0 0.0 0.0 0.00
C -5.695 1.555 0.640 0.0 0.0 0.0 0.00
C -4.514 0.921 0.997 0.0 0.0 0.0 0.00
S -4.010 -0.438 -0.015 0.1 0.3 -0.3 -0.01
O -5.080 -0.746 -0.915 0.0 0.0 0.1 0.00
O -3.530 -1.546 0.831 0.2 0.0 0.0 0.01
O -2.763 0.034 -0.726 -0.1 0.1 -0.1 0.01
H -3.011 -1.500 2.818 0.0 0.0 0.0 0.00
H -3.570 2.847 3.593 0.0 0.0 0.0 0.00
H -5.675 4.013 2.964 0.0 0.0 0.0 0.00
H -7.035 3.165 1.078 0.0 0.0 0.0 0.00
H -6.271 1.174 -0.191 0.0 0.0 0.0 0.00
O 2.588 0.110 0.518 0.4 -0.2 0.1 0.00
S 3.181 1.455 0.790 0.2 0.2 0.0 0.00
C 4.164 1.871 -0.647 0.1 0.0 0.0 0.00
C 5.148 2.841 -0.544 0.0 0.0 0.0 0.00
C 5.900 3.164 -1.664 0.0 0.0 0.0 0.00
C 5.667 2.509 -2.867 0.0 0.0 0.0 0.00
C 4.685 1.531 -2.953 0.0 0.0 0.0 0.00
C 3.928 1.204 -1.838 0.1 -0.1 0.1 0.00
C 1.855 2.646 0.567 0.0 0.1 0.1 0.00
C 1.645 3.371 -0.600 0.0 -0.1 0.0 0.00
C 0.520 4.171 -0.707 0.0 0.0 0.0 0.00
C -0.378 4.254 0.348 0.0 0.1 0.1 0.00
C -0.153 3.550 1.523 0.0 -0.1 -0.1 0.00
C 0.967 2.739 1.637 0.0 0.0 -0.1 0.00
H 5.323 3.341 0.402 0.0 0.0 0.0 0.00
H 6.670 3.920 -1.598 0.0 0.0 0.0 0.00
H 6.256 2.762 -3.740 0.0 0.0 0.0 0.00
H 4.502 1.026 -3.894 0.0 0.0 0.0 0.00
H 3.149 0.453 -1.878 0.2 0.1 0.0 0.00
H 2.328 3.292 -1.435 0.0 0.0 0.0 0.00
H 0.341 4.720 -1.622 0.0 0.0 0.0 0.00
H -1.259 4.877 0.254 0.0 0.0 0.0 0.00
H -0.858 3.595 2.341 0.0 0.0 0.1 0.00
H 1.111 2.154 2.537 0.0 0.0 0.0 0.00
Cl 0.787 0.180 -2.428 -0.4 0.0 -0.1 0.01
C -0.015 0.277 -0.807 -0.3 0.1 0.1 0.02
H -0.677 1.138 -0.879 0.0 0.0 0.0 -0.01
H 0.768 0.489 -0.086 -0.2 -0.2 -0.3 0.00
```
Forces are in eV/Å.

Its charge is 0. For the frontier orbital gap (alpha / beta), the calculation gives 6.35 / 6.46 eV. The value obtained for the HOMO energy (alpha / beta) is -0.2769 / -0.2829 Eh. For the energy relative to the best compared isomer or geometry (same formula, charge and spin), the calculation gives 0.0 kcal per mole. The spin multiplicity is 2. The expectation value of S² is 0.759. For the LUMO energy (alpha / beta), the calculation gives -0.044 / -0.045 Ha.